# 1
Formula: C22H21N7O3PPbS2Te
Source: the Open Molecules 2025 dataset
Level of theory: ωB97M-V/def2-TZVPD

Element x y z (Å)
Pb  1.5868  0.4055  0.4504
N  -1.4948  -2.3573  3.3766
C  -0.4286  -1.8042  2.7556
N  -0.1521  -1.9214  1.5079
C  -1.0442  -2.5833  0.6779
N  -0.9562  -2.5841  -0.6083
N  0.0953  -1.8054  -1.0841
C  0.3215  -1.9754  -2.3200
C  1.3892  -1.2182  -3.0111
C  1.4652  -1.2573  -4.3971
C  2.4817  -0.5550  -5.0289
C  3.3904  0.1418  -4.2562
C  3.2424  0.1224  -2.8737
N  2.2627  -0.5326  -2.2611
C  -2.1704  -3.3032  1.2969
C  -3.0546  -4.0942  0.5612
C  -4.1239  -4.7093  1.1782
C  -4.3287  -4.5406  2.5483
C  -3.4653  -3.7682  3.2956
C  -2.3845  -3.1523  2.6664
H  -1.6526  -2.1644  4.3507
H  0.2209  -1.2075  3.3889
H  -0.2642  -2.6869  -2.9045
H  0.7379  -1.8262  -4.9621
H  2.5607  -0.5581  -6.1086
H  4.2033  0.7030  -4.6963
H  3.9395  0.6537  -2.2420
H  -2.8782  -4.1980  -0.5006
H  -4.8062  -5.3189  0.6010
H  -5.1704  -5.0189  3.0322
H  -3.6200  -3.6311  4.3591
S  2.8410  2.6607  -0.2973
C  4.3090  1.7989  0.0333
S  4.2517  0.4336  1.1019
C  5.4936  2.1494  -0.5980
C  6.7124  1.4511  -0.3573
N  7.7133  0.9007  -0.1970
C  5.5439  3.1890  -1.5705
N  5.6055  4.0008  -2.3882
C  0.1030  4.8812  -0.8456
C  -0.8133  4.3570  0.2345
O  -0.2874  3.1116  0.7074
P  -0.7627  2.4996  2.1311
O  -0.0208  1.1827  2.1827
Te  -0.6123  4.0070  3.9156
O  -2.3399  2.2382  1.8569
C  -2.7189  1.2988  0.8449
C  -3.3667  0.0928  1.4885
H  -0.3106  5.7991  -1.2688
H  0.2182  4.1509  -1.6483
H  1.0914  5.0973  -0.4405
H  -1.8248  4.1853  -0.1476
H  -0.8785  5.0545  1.0728
H  -1.8511  1.0062  0.2472
H  -3.4233  1.8103  0.1841
H  -2.6615  -0.3620  2.1813
H  -3.6618  -0.6421  0.7339
H  -4.2521  0.3930  2.0503

Computed properties:
total charge: -1
relative energy (zero: lowest compared OMol25 entry of this formula, charge and spin): 42.8 kJ/mol
F_max: 0.3 eV/A
LUMO: 0.0485 Ha
electronic energy: -83233.4800 eV

These are the natural (NBO) partial charges, in e, on atoms 1 to 4: Pb 1.2740; N -0.5791; C 0.3500; N -0.5258

# 2
Formula: C42H46IrN6S3
Source: the Open Molecules 2025 dataset
Level of theory: ωB97M-V/def2-TZVPD

Element x y z (Å)
Ir  1.3869  1.6301  0.7845
C  4.1327  1.2389  2.3413
N  3.5030  2.0297  1.2879
C  4.3785  1.8814  0.1003
C  3.5346  3.4894  1.8280
C  2.8112  4.3787  0.7845
N  1.4191  3.8380  0.6088
C  0.6139  4.4451  1.7669
C  0.8680  4.3693  -0.6761
H  5.2164  1.2601  2.3168
H  3.8326  0.2103  2.2063
H  3.8923  1.6000  3.3673
H  5.3564  2.3930  0.2431
H  3.9180  2.3426  -0.8046
H  4.4672  0.8196  -0.1303
H  4.5755  3.8360  2.0305
H  2.9131  3.4082  2.7454
H  3.2963  4.3319  -0.1919
H  2.7982  5.4219  1.1050
H  0.7868  5.5464  1.7672
H  0.8924  4.0339  2.7140
H  -0.4267  4.1880  1.5673
H  0.9041  5.4301  -0.7343
H  -0.1567  4.0469  -0.7924
H  1.4332  4.0097  -1.5185
N  -0.4529  1.7727  0.6564
S  -1.7075  1.0813  0.1940
N  -1.6491  0.1752  -1.1333
S  -1.0275  -1.1885  -1.7255
N  0.0852  -1.9381  -0.8795
S  1.2575  -1.6070  0.2305
N  1.8916  -0.1918  0.3509
C  2.5911  -2.6879  -0.2435
C  2.7562  -3.9157  0.4478
C  3.8956  -4.6831  0.2750
C  4.9293  -4.2514  -0.5521
C  4.7625  -3.0757  -1.2640
C  3.5555  -2.3606  -1.2398
C  0.6644  -2.3084  1.7756
C  1.2008  -1.9696  3.0373
C  0.7184  -2.6078  4.1764
C  -0.3402  -3.5417  4.0497
C  -0.6996  -3.9740  2.8033
C  -0.2573  -3.2846  1.6493
C  -2.3435  -2.2813  -2.2416
C  -3.2599  -1.8579  -3.2034
C  -4.1630  -2.7387  -3.8094
C  -4.1530  -4.0762  -3.3166
C  -3.2030  -4.5140  -2.3918
C  -2.2712  -3.6129  -1.8565
C  -0.2755  -0.5645  -3.2459
C  -0.3223  0.7810  -3.7108
C  0.5110  1.1955  -4.7288
C  1.3239  0.2822  -5.4147
C  1.3500  -1.0543  -5.0362
C  0.4136  -1.4881  -4.0440
C  -2.8697  2.3685  -0.1107
C  -3.7521  2.2583  -1.1758
C  -4.8665  3.1124  -1.2571
C  -5.0733  4.0407  -0.2721
C  -4.2007  4.1695  0.8326
C  -3.1251  3.2666  0.8940
C  -2.3504  0.2006  1.5955
C  -1.8073  0.4472  2.8806
C  -2.3818  -0.0946  4.0112
C  -3.5859  -0.7356  3.8909
C  -4.1834  -0.9937  2.6649
C  -3.5401  -0.5335  1.4930
H  1.9975  -4.2847  1.1511
H  4.0248  -5.5745  0.9118
H  5.7907  -4.9197  -0.7253
H  5.5263  -2.6987  -1.8795
H  3.3087  -1.5789  -1.9892
H  1.8987  -1.1972  3.2206
H  1.1324  -2.3695  5.1513
H  -0.7851  -4.0429  4.9359
H  -1.2213  -4.9297  2.6546
H  -0.5699  -3.6350  0.6178
H  -3.3010  -0.8134  -3.4162
H  -4.8536  -2.3761  -4.5101
H  -4.7853  -4.8053  -3.7658
H  -3.0788  -5.5578  -2.0242
H  -1.5166  -3.9176  -1.1330
H  -1.0333  1.4780  -3.2062
H  0.6385  2.2239  -5.0083
H  1.9532  0.6152  -6.2014
H  1.9757  -1.8074  -5.5394
H  0.4015  -2.5176  -3.7404
H  -3.5388  1.5122  -1.9732
H  -5.5342  3.0162  -2.0659
H  -5.9252  4.6649  -0.3617
H  -4.3425  4.9598  1.5194
H  -2.4182  3.2679  1.7600
H  -0.9761  1.1316  3.0638
H  -1.8591  0.1482  4.9306
H  -4.0816  -1.0940  4.7536
H  -5.1822  -1.5007  2.6066
H  -4.0369  -0.5972  0.4901

Computed properties:
total charge: +3
F_max: 3.5 eV/A
2S+1: 5
LUMO (alpha / beta): -0.2756 / -0.3422 Ha
<S²>: 6.02
electronic energy: -88548.8718 eV

These are the Löwdin partial charges, in e, on atoms 1 to 4: Ir 1.4685; C -0.1106; N -0.4254; C -0.0900

# 3
Formula: C4H5BrN2
Source: the Open Molecules 2025 dataset
Level of theory: ωB97M-V/def2-TZVPD

Element x y z (Å)
C  0.3927  -1.1591  2.1401
C  0.9959  -0.0901  1.6544
C  -0.7405  -1.0624  -0.1294
C  -0.2124  1.0007  -1.5480
N  0.7376  0.6707  0.5605
N  -0.1905  0.0892  -0.2855
Br  -1.7762  -1.9777  -1.4041
H  -0.4642  -1.4968  2.5615
H  2.0134  0.2311  1.8625
H  -1.1269  1.6741  -1.5817
H  0.6202  1.7312  -1.4543
H  -0.2490  0.3890  -2.3760

Computed properties:
total charge: 0
relative energy (zero: lowest compared OMol25 entry of this formula, charge and spin): 662.2 kJ/mol
F_max: 3.7 eV/A
LUMO (alpha / beta): -0.0299 / -0.0407 Ha
electronic energy: -77244.4501 eV

These are the natural (NBO) partial charges, in e, on atoms 1 to 4: C -0.0658; C -0.1495; C 0.0135; C -0.4171

# 4
Formula: C5H8N2
Source: the Open Molecules 2025 dataset
Level of theory: ωB97M-V/def2-TZVPD

Element x y z (Å)
C  0.3247  -1.7886  1.9048
N  0.0461  -1.1627  0.5887
C  0.1681  0.1393  0.4546
C  -0.1088  0.6926  -0.7972
C  -0.0670  2.1580  -1.1363
C  -0.4742  -0.4019  -1.6143
N  -0.4767  -1.6233  -1.2320
H  1.2328  -2.3987  1.8767
H  -0.5045  -2.4296  2.2137
H  0.4678  -1.0427  2.7168
H  0.4742  0.7725  1.2963
H  0.2040  2.3227  -2.1838
H  0.6885  2.6737  -0.5303
H  -1.0227  2.6683  -0.9587
H  -0.9523  -0.5795  -2.5991

Computed properties:
total charge: 0
relative energy (zero: lowest compared OMol25 entry of this formula, charge and spin): 328.1 kJ/mol
F_max: 4.0 eV/A
LUMO: 0.0177 Ha
electronic energy: -8291.5963 eV

These are the natural (NBO) partial charges, in e, on atoms 1 to 4: C -0.4114; N -0.3365; C 0.0761; C -0.2485

# 5
Formula: C3H4N2O2S2
Source: the Open Molecules 2025 dataset
Level of theory: ωB97M-V/def2-TZVPD

Element x y z (Å)
H  -1.4903  0.1319  2.9820
N  -0.4833  -0.0294  2.9947
C  -0.2969  -0.6438  1.9354
S  -1.5224  -0.9860  0.6330
S  -0.5516  -2.2991  -0.4675
C  -0.0344  -1.3855  -1.9993
C  -0.0058  -0.1226  -2.2231
N  -0.3389  1.1021  -2.2553
O  -1.3604  1.5889  -2.6953
O  0.8454  1.8877  -1.9385
H  0.6716  -0.6836  1.5490
H  0.4026  -2.1225  -2.6688
H  0.6719  2.8832  -2.2688

Computed properties:
total charge: 0
SMILES: [H]/N=C\SSC=C=[N+]([O-])O
relative energy (zero: lowest compared OMol25 entry of this formula, charge and spin): 604.3 kJ/mol
F_max: 3.5 eV/A
LUMO (alpha / beta): 0.0013 / 0.0013 Ha
electronic energy: -31915.1523 eV

These are the natural (NBO) partial charges, in e, on atoms 1 to 4: H 0.3265; N -0.5639; C -0.0106; S 0.0838

# 6
Formula: C4H4O2
Source: the Open Molecules 2025 dataset
Level of theory: ωB97M-V/def2-TZVPD

Element x y z (Å)
O  -2.5054  -1.2050  0.7033
C  -1.6613  -0.2402  0.2382
C  -0.3805  -0.4254  0.0061
C  0.8770  -0.4394  -0.1958
C  2.1218  -0.0303  -0.3372
O  2.3912  1.2762  -0.6335
H  -3.3066  -0.7733  1.0199
H  -2.0897  0.7401  0.0244
H  3.0138  -0.6394  -0.2492
H  1.5398  1.7367  -0.5762

Computed properties:
total charge: 0
SMILES: OC=C=C=CO
relative energy (zero: lowest compared OMol25 entry of this formula, charge and spin): 263.9 kJ/mol
F_max: 0.4 eV/A
LUMO: 0.0160 Ha
electronic energy: -8304.3416 eV

These are the natural (NBO) partial charges, in e, on atoms 1 to 4: O -0.6654; C 0.0669; C -0.0751; C -0.1110

# 7
Formula: CHFN2
Source: the Open Molecules 2025 dataset
Level of theory: ωB97M-V/def2-TZVPD

Element x y z (Å)
F  0.9838  0.3672  -1.0789
C  0.1401  0.1663  0.1299
N  -1.2598  -0.0151  0.0270
N  -0.5919  -1.0453  0.0601
H  0.7277  0.5268  0.8618

Computed properties:
total charge: 0
SMILES: FC1N=N1
relative energy (zero: lowest compared OMol25 entry of this formula, charge and spin): 17.7 kJ/mol
F_max: 5.1 eV/A
LUMO: -0.0054 Ha
electronic energy: -6748.0217 eV

These are the natural (NBO) partial charges, in e, on atoms 1 to 4: F -0.3889; C 0.3024; N -0.0526; N -0.0342

# 8
Formula: CH2ClO4ReSTe4
Source: the Open Molecules 2025 dataset
Level of theory: ωB97M-V/def2-TZVPD

Element x y z (Å)
Re  0.3466  0.0726  0.0654
Te  2.9378  0.7304  0.3364
Te  3.8681  -2.3424  3.3500
Te  3.0454  0.0536  2.9784
Te  0.0614  0.9881  2.4937
O  -2.9579  2.1507  -0.9244
S  -1.9206  1.6533  -0.0766
O  -2.0857  1.9838  1.3373
O  -1.7634  0.0966  -0.1752
O  -0.5081  2.0342  -0.5587
Cl  1.7707  -3.0041  0.1772
C  0.2675  -2.0142  0.1528
H  -0.3261  -2.3200  1.0157
H  -0.2854  -2.3384  -0.7371

Computed properties:
total charge: -1
relative energy (zero: lowest compared OMol25 entry of this formula, charge and spin): 132.9 kJ/mol
F_max: 1.7 eV/A
2S+1: 4
LUMO (alpha / beta): 0.0487 / 0.0326 Ha
<S²>: 4.04
electronic energy: -63921.6506 eV

These are the natural (NBO) partial charges, in e, on atoms 1 to 4: Re 0.9823; Te -0.2071; Te -0.3921; Te 0.2109

# 9
Formula: C2HN6
Source: the Open Molecules 2025 dataset
Level of theory: ωB97M-V/def2-TZVPD

Element x y z (Å)
C  -1.0004  -0.6358  -1.2526
C  1.5429  -1.6422  0.5221
N  -1.7063  0.2837  -1.4599
N  1.2442  -0.6852  1.4218
N  2.8598  -2.0353  0.5745
N  2.2831  -0.6658  2.1717
N  3.2635  -1.3970  1.6845
N  -0.4825  -1.7499  -1.2496
H  0.7701  -1.9684  -0.3153

Computed properties:
total charge: -1
relative energy (zero: lowest compared OMol25 entry of this formula, charge and spin): 357.0 kJ/mol
F_max: 2.9 eV/A
LUMO (alpha / beta): 0.0136 / 0.0055 Ha
electronic energy: -11026.4062 eV

These are the natural (NBO) partial charges, in e, on atoms 1 to 4: C 0.2568; C 0.0641; N -0.2360; N -0.3693

# 10
Formula: CH5NO2S
Source: the Open Molecules 2025 dataset
Level of theory: ωB97M-V/def2-TZVPD

Element x y z (Å)
C  -0.7668  -0.0961  1.3331
O  -0.8463  -0.1727  -0.1291
S  0.5973  0.3969  -0.8463
N  0.6836  0.1411  -2.3086
O  1.1196  1.6063  -0.2790
H  0.0380  -0.8330  1.7046
H  -1.7191  -0.5188  1.8027
H  -0.5655  0.9666  1.6279
H  1.3721  -0.7906  -0.3513
H  0.0871  -0.6997  -2.5540

Computed properties:
total charge: 0
SMILES: CO[S@@H](=N)=O
relative energy (zero: lowest compared OMol25 entry of this formula, charge and spin): 358.8 kJ/mol
F_max: 4.8 eV/A
LUMO: 0.0235 Ha
electronic energy: -17535.2246 eV

These are the natural (NBO) partial charges, in e, on atoms 1 to 4: C -0.2970; O -0.7149; S 2.0562; N -1.1167

# 11
Formula: C4H11N3O
Source: the Open Molecules 2025 dataset
Level of theory: ωB97M-V/def2-TZVPD

Element x y z (Å)
C  -1.4776  1.4297  -0.0007
C  -0.0596  1.7461  0.5118
N  0.1139  1.5655  1.8621
O  0.8930  2.0833  -0.2398
H  -2.1981  2.0105  0.5583
H  -1.6340  0.4004  0.2539
H  -1.5135  1.6044  -1.0770
H  -0.7098  1.5892  2.4573
H  0.9291  2.0462  2.2809
N  1.0058  -1.7366  -2.4009
C  0.8941  -1.1540  -1.0847
C  -0.0327  -1.6621  -0.2685
N  -0.2276  -1.3112  1.1188
H  2.0279  -1.9165  -2.4873
H  0.8108  -0.9708  -3.0703
H  1.5681  -0.3149  -0.9061
H  -0.6855  -2.4282  -0.6855
H  0.6302  -0.8567  1.4470
H  -0.3344  -2.1243  1.7309

Computed properties:
total charge: 0
SMILES: CC(N)=O.N/C=C/N
relative energy (zero: lowest compared OMol25 entry of this formula, charge and spin): 143.2 kJ/mol
F_max: 3.2 eV/A
LUMO: 0.0319 Ha
electronic energy: -10843.7269 eV

These are the natural (NBO) partial charges, in e, on atoms 1 to 4: C -0.7246; C 0.6899; N -0.8383; O -0.6353

# 12
Formula: C2H5NSi
Source: the Open Molecules 2025 dataset
Level of theory: ωB97M-V/def2-TZVPD

Element x y z (Å)
C  -1.6994  1.0608  -0.2520
C  -0.7147  1.6033  0.6806
N  -2.4259  0.5367  -0.9705
Si  0.8628  0.6167  0.1999
H  -0.6831  2.6048  0.8573
H  -0.9603  1.1921  1.8086
H  -1.0385  0.0333  -4.1888
H  -0.5905  0.1507  -3.5662
H  1.2719  1.4758  -0.9565

Computed properties:
total charge: 0
relative energy (zero: lowest compared OMol25 entry of this formula, charge and spin): 9.5 kJ/mol
F_max: 6.1 eV/A
2S+1: 3
LUMO (alpha / beta): 0.0243 / -0.0971 Ha
<S²>: 2.00
electronic energy: -11517.3934 eV

These are the natural (NBO) partial charges, in e, on atoms 1 to 4: C 0.2473; C -0.9547; N -0.3215; Si 0.6692

Question: Which value of total charge does entry 5 give?
Answer: 0

Question: Among the records above, which one has the highest electronic energy?
Answer: CHFN2

Question: Which of these has the highest total charge?
Answer: C42H46IrN6S3